Formula: C2H6N2O
Source: the OMol25 dataset
Level of theory: the ωB97M-V functional and the def2-TZVPD basis

```
11
Properties=species:S:1:pos:R:3:forces:R:3:nbo_charge:R:1
H -1.416390 -0.140736 1.707140 0.5 -1.0 0.5 0.3513
N -0.709009 -0.191184 0.976993 -1.4 0.9 -1.0 -0.7994
C -1.297183 -0.578976 -0.119421 1.9 0.7 1.1 0.3071
N -0.863552 -0.059761 -1.300389 -0.4 -1.1 -0.1 -0.7871
H -2.008382 -1.393312 -0.105551 -0.9 0.3 -0.5 0.1574
H -0.997633 -0.602682 -2.139868 0.0 0.0 0.0 0.3823
H 0.013699 0.430110 -1.233420 0.1 0.2 -0.1 0.4148
C 1.807640 0.637186 0.597809 0.2 0.0 -0.7 0.2946
O 2.122620 0.510422 -0.560398 0.1 -0.1 -0.4 -0.5787
H 1.944419 -0.216662 1.264905 -0.1 0.2 0.6 0.1308
H 1.403766 1.605598 0.912200 0.0 -0.1 0.6 0.1269
```
Positions in Å, forces in eV/Å.

As for the LUMO energy: 1.00 eV. Its HOMO-LUMO gap is 10.14 eV.


Formula: C2H6N2O
Source: the OMol25 dataset
Level of theory: the ωB97M-V functional and the def2-TZVPD basis

```
11
Properties=species:S:1:pos:R:3:forces:R:3:nbo_charge:R:1
N -0.176989 -1.420451 -0.223236 0.2 -0.4 -0.2 -0.8425
C 0.818775 -0.361686 -0.077654 -0.2 0.6 -0.3 -0.3268
C 0.198591 1.038001 0.057570 0.5 -1.1 1.4 0.6657
N -1.072783 1.022396 0.555662 0.0 0.5 -0.6 -0.8454
O 0.887559 2.024165 -0.057144 -0.3 0.4 -0.8 -0.5981
H 0.322411 -2.266849 -0.482554 -0.2 -0.1 0.3 0.3631
H -0.779700 -1.242252 -1.020210 0.0 0.2 0.0 0.3566
H 1.545173 -0.303637 -0.892880 0.0 0.1 0.0 0.1984
H 1.372953 -0.496499 0.851659 0.1 -0.2 0.0 0.2144
H -1.476887 0.170388 0.904437 -0.1 -0.1 -0.4 0.4130
H -1.639098 1.836422 0.384352 0.0 0.0 0.5 0.4016
```
Positions in Å, forces in eV/Å.

As for the LUMO energy: 0.88 eV. Its HOMO-LUMO gap is 10.71 eV.


Formula: C2H6N2O
Source: the OMol25 dataset
Level of theory: the ωB97M-V functional and the def2-TZVPD basis

```
11
Properties=species:S:1:pos:R:3:forces:R:3:nbo_charge:R:1
C 1.267357 -0.550898 0.148040 3.8 -2.1 1.1 -0.4436
N 1.035029 0.809298 -0.133596 -1.5 1.6 -1.8 -0.4294
C -0.177362 1.218535 -0.149275 0.1 -0.3 2.2 0.2137
N -1.245361 0.411420 0.343707 -1.9 -0.8 -1.4 -0.3647
O -1.081088 -0.936430 -0.114281 -1.2 0.1 4.0 -0.5639
H 0.741179 -0.800023 1.063351 0.3 -0.3 0.4 0.2006
H 2.424259 -0.774461 0.271393 -2.1 0.9 0.1 0.1765
H 1.005704 -1.351102 -0.541070 -0.2 0.6 -0.4 0.2052
H -0.466311 2.272262 -0.095770 0.4 -0.1 -0.6 0.1797
H -2.305866 0.636824 0.219034 2.9 0.1 0.1 0.3783
H -1.197539 -0.935424 -1.011533 -0.6 0.2 -3.8 0.4476
```
Positions in Å, forces in eV/Å.

As for the LUMO energy: 0.63 eV. Its HOMO-LUMO gap is 10.09 eV.


Formula: C2H6N2O
Source: the OMol25 dataset
Level of theory: the ωB97M-V functional and the def2-TZVPD basis

```
11
Properties=species:S:1:pos:R:3:forces:R:3:nbo_charge:R:1
H 2.351281 -1.296305 -0.297680 -1.1 0.8 0.3 0.3562
N 1.402085 -0.859216 -0.284189 1.2 -1.7 -0.5 -0.7009
C 1.387779 0.351228 0.010136 -0.4 2.2 0.3 0.2522
N 0.133041 1.040838 0.031202 1.3 0.6 0.2 -0.3625
O -0.879662 0.408698 -0.671597 0.2 0.1 0.3 -0.3993
C -1.575778 -0.538135 0.157771 -0.9 0.7 -0.1 -0.2819
H 2.271544 0.987036 0.326482 -1.1 -0.5 -0.3 0.1557
H 0.096869 2.061717 -0.173143 0.4 -1.4 0.2 0.3797
H -1.585539 -0.091040 1.298669 -0.5 -1.3 -2.9 0.1913
H -1.022312 -1.526943 0.106302 -0.9 1.1 0.3 0.2078
H -2.579313 -0.537881 -0.503951 1.8 -0.5 2.4 0.2015
```
Positions in Å, forces in eV/Å.

As for the LUMO energy: 1.01 eV. Its HOMO-LUMO gap is 10.18 eV.


Formula: C2H6N2O
Source: the OMol25 dataset
Level of theory: the ωB97M-V functional and the def2-TZVPD basis

```
11
Properties=species:S:1:pos:R:3:forces:R:3:nbo_charge:R:1
C 1.160530 0.177624 0.604208 -0.3 0.4 -0.1 -0.6359
N -0.677802 -1.086318 -0.395020 -0.6 -0.9 0.6 -0.0560
C 0.128806 0.112569 -0.527077 1.9 -3.1 -1.1 -0.0566
O -1.881474 -0.828922 0.153616 -0.6 0.4 0.3 -0.5198
N -0.549722 1.220791 -0.955135 -1.1 1.2 -0.4 -0.4069
H -2.341838 -1.680954 0.146139 0.1 0.1 0.0 0.4829
H -0.646080 1.921819 -0.216784 0.3 0.0 0.1 0.3066
H 0.579657 -0.460805 -1.438746 0.4 1.9 0.7 0.2317
H 1.825965 1.020439 0.403767 0.0 -0.1 0.1 0.2151
H 1.754744 -0.735264 0.671232 -0.2 0.1 -0.1 0.2280
H 0.647214 0.339021 1.553800 0.1 0.0 0.1 0.2108
```
Positions in Å, forces in eV/Å.

As for the LUMO energy (spin up / spin down): 0.54 / -0.80 eV. Its HOMO-LUMO gap (spin up / spin down) is 10.42 / 7.71 eV.


Formula: C2H6N2O
Source: the OMol25 dataset
Level of theory: the ωB97M-V functional and the def2-TZVPD basis

```
11
Properties=species:S:1:pos:R:3:forces:R:3:nbo_charge:R:1
H -1.177955 -1.582352 1.139394 0.9 1.2 -0.9 0.3541
N -0.772449 -1.070010 0.315965 -0.4 -0.4 0.8 -0.8249
C -0.225638 0.074264 0.512376 -1.3 -1.3 1.1 0.7000
N -0.132057 0.739968 1.713537 2.4 3.2 1.1 -0.8583
O 0.226472 0.785497 -0.515286 1.5 -0.5 -1.4 -0.5095
C 0.470102 -0.051430 -1.735042 -1.4 -0.9 1.8 -0.2634
H 0.574382 1.545840 1.937851 -1.8 -2.2 -1.5 0.4012
H -0.504524 0.446560 2.594217 -0.4 -0.9 -0.4 0.3960
H 1.079967 -0.937347 -1.507950 -0.1 0.4 0.4 0.1946
H -0.526697 -0.465873 -1.986096 0.7 0.5 -0.5 0.2176
H 0.988396 0.514883 -2.468966 -0.1 0.9 -0.4 0.1926
```
Positions in Å, forces in eV/Å.

As for the LUMO energy: 0.94 eV. Its HOMO-LUMO gap is 10.04 eV.


Record-wise ΔE to the lowest compared entry with this formula, charge and spin values, in kJ/mol: 212.4; 46.6; 416.7; 374.8; 579.1; 143.2
Record-wise DFT total energy values, in a.u.: -264.50640; -264.56956; -264.42858; -264.44458; -264.36674; -264.53278